{"formula": "C41H42HgP2Se", "method": "ωB97M-V with the def2-TZVPD basis set", "species": ["H", "C", "C", "H", "C", "H", "H", "C", "Hg", "H", "C", "H", "H", "H", "H", "H", "C", "H", "C", "C", "C", "C", "C", "H", "H", "C", "H", "C", "C", "C", "H", "C", "C", "P", "H", "C", "H", "H", "H", "H", "C", "H", "H", "C", "H", "Se", "C", "C", "H", "H", "H", "H", "C", "C", "C", "H", "H", "H", "C", "H", "C", "C", "C", "C", "H", "C", "C", "C", "C", "H", "C", "H", "H", "P", "H", "H", "H", "H", "H", "C", "C", "H", "C", "C", "C", "H", "C"], "xyz": [[-2.998, -2.278, 0.462], [2.404, 4.190, -1.667], [2.638, 1.448, -6.273], [-1.351, -0.662, -5.359], [-2.825, -3.171, -1.494], [-1.008, -0.817, 0.150], [2.471, 5.001, -0.948], [1.976, 0.385, 4.926], [-0.080, 0.122, 5.056], [-3.277, 0.085, 2.730], [-2.703, -4.080, -7.014], [-2.088, -0.785, 6.620], [2.351, -0.414, -7.334], [-2.450, -2.168, -6.050], [-1.500, -0.747, 10.756], [2.338, -0.120, 4.021], [3.441, 3.288, -7.638], [0.504, 1.990, 3.192], [3.052, 2.780, -6.397], [-0.997, -2.383, -2.882], [3.011, 1.146, -8.658], [-0.317, -0.748, -5.021], [-0.601, -1.534, -1.836], [2.996, 0.502, -9.533], [-2.660, 2.875, 4.949], [-2.198, -5.372, -7.170], [2.246, 1.447, 4.862], [1.220, 3.069, -3.453], [1.686, -0.139, 9.742], [1.635, -0.730, 8.475], [0.294, 2.786, 5.427], [-1.904, 2.590, 5.685], [3.408, 3.222, -1.725], [0.044, -2.416, -4.403], [0.594, 0.321, 11.540], [-2.439, -2.308, -0.470], [4.075, 1.398, -2.661], [0.372, 3.009, -4.129], [-1.156, 0.775, 1.998], [3.758, 4.325, -7.717], [-0.886, -3.545, -5.499], [-3.450, 1.373, 3.903], [-3.476, 1.511, 6.746], [0.555, -0.140, 10.561], [0.536, -5.127, -5.162], [0.366, -2.118, 6.246], [-0.383, -4.843, -5.668], [0.449, -1.322, 8.015], [0.282, -0.910, -1.952], [-1.598, -1.802, 8.530], [2.602, 0.320, 10.088], [-1.778, 3.454, 6.346], [2.220, 2.088, -3.511], [-0.678, -1.335, 8.852], [-2.402, 1.395, 6.534], [-3.600, -3.777, -7.547], [0.523, 4.858, -2.483], [4.258, 3.276, -1.049], [-1.323, -1.487, -0.645], [-0.082, 1.297, -5.344], [2.639, 0.633, -7.417], [1.310, 4.111, -2.531], [-2.113, -3.208, -2.694], [3.415, 2.477, -8.772], [2.489, -0.061, 5.785], [-2.055, -3.172, -6.178], [-2.134, 0.042, 5.913], [-1.040, -5.755, -6.491], [-2.731, 0.666, 3.480], [2.522, -0.726, 7.863], [-0.626, -0.741, 10.118], [-3.690, -3.816, -1.364], [3.066, 3.424, -5.523], [2.173, 0.672, -4.667], [-0.641, -6.758, -6.616], [-2.430, -3.877, -3.488], [3.714, 2.876, -9.737], [-1.892, 1.414, 7.503], [-1.989, 2.304, 2.243], [-2.243, -0.280, 4.564], [0.412, 0.387, -4.999], [-2.243, -1.337, 4.308], [-0.583, 2.319, 4.985], [-0.454, 1.838, 3.686], [3.312, 2.172, -2.635], [-2.704, -6.077, -7.824], [-1.584, 1.425, 2.769]], "forces_ev_per_angstrom": [[0.06, -0.02, -0.12], [0.04, -0.21, -0.15], [-0.05, 0.19, -0.20], [0.12, 0.37, -0.02], [0.14, 0.14, 0.04], [-0.02, -0.10, -0.11], [0.00, -0.10, -0.10], [1.99, 0.11, -0.99], [2.68, -2.75, 0.77], [0.10, 0.05, 0.13], [0.14, 0.02, 0.09], [0.29, 0.10, -0.25], [0.00, 0.14, 0.01], [-0.06, -0.19, -0.09], [-0.02, -0.03, 0.01], [0.29, 0.14, 0.19], [-0.05, -0.19, -0.05], [-0.02, -0.29, 0.24], [-0.08, -0.22, -0.19], [-0.28, 0.08, 0.18], [0.02, 0.12, 0.20], [-0.28, 0.73, 0.03], [-0.18, -0.12, 0.00], [0.00, 0.09, 0.13], [0.11, 0.00, 0.15], [0.15, 0.12, 0.18], [0.00, -0.08, -0.10], [0.34, -0.02, 0.26], [-0.55, -0.28, -0.27], [-0.40, 0.17, 0.59], [0.00, -0.31, 0.02], [-0.02, -0.12, -0.12], [-0.22, 0.09, -0.07], [1.18, -0.35, 0.54], [0.00, -0.02, 0.00], [0.13, -0.02, -0.25], [-0.07, 0.09, -0.02], [0.06, 0.09, 0.12], [-0.05, 0.07, 0.04], [-0.04, -0.15, 0.01], [-0.35, 0.15, -0.31], [0.10, -0.13, -0.10], [0.19, -0.19, -0.08], [-0.03, -0.09, -0.21], [-0.11, 0.03, -0.03], [0.07, -1.52, 1.82], [-0.17, 0.24, -0.09], [-0.03, -0.31, -0.19], [-0.12, -0.05, -0.02], [0.02, -0.14, -0.09], [0.05, 0.00, 0.00], [0.01, -0.15, -0.11], [-0.34, 0.29, 0.10], [0.40, 0.45, 0.41], [0.35, 0.17, -0.12], [0.10, -0.06, 0.07], [0.11, -0.07, -0.01], [-0.12, 0.00, -0.10], [-0.06, -0.19, -0.21], [-0.26, -0.22, -0.09], [0.04, 0.22, 0.02], [0.07, -0.16, -0.04], [0.13, 0.24, 0.14], [-0.07, -0.07, 0.27], [-0.27, 0.04, -0.23], [0.20, -0.41, -0.03], [-2.18, -0.40, -0.84], [-0.17, 0.18, -0.05], [0.09, 0.09, 0.12], [0.03, -0.09, -0.15], [0.45, 0.05, -0.36], [0.13, 0.09, -0.01], [0.02, -0.04, -0.11], [0.89, -0.94, 0.15], [-0.06, 0.14, 0.02], [0.01, 0.06, 0.11], [-0.04, -0.05, 0.13], [-0.06, -0.05, -0.05], [0.18, -0.11, 0.16], [-2.18, -0.01, 0.50], [-0.68, -0.14, -0.33], [0.23, 0.04, 0.13], [-1.01, 2.89, -1.68], [-0.79, 2.96, 0.46], [-0.28, 0.07, -0.08], [0.07, 0.10, 0.09], [0.00, -0.27, 0.18]], "lowdin_charge": [0.095, -0.089, -0.377, 0.055, -0.085, 0.084, 0.101, -0.338, 1.047, 0.112, -0.082, 0.057, 0.100, 0.091, 0.094, -0.021, -0.087, 0.109, -0.087, -0.369, -0.090, -0.334, -0.104, 0.102, 0.100, -0.086, -0.019, -0.098, -0.095, -0.145, 0.107, -0.179, -0.085, 1.018, 0.091, -0.094, 0.097, 0.094, 0.096, 0.101, -0.414, 0.103, 0.130, -0.112, 0.097, 0.552, -0.109, -0.654, 0.097, 0.084, 0.096, 0.116, -0.416, -0.166, -0.160, 0.102, 0.101, 0.103, -0.088, 0.063, -0.109, -0.085, -0.084, -0.094, -0.051, -0.099, -0.249, -0.084, -0.176, 0.079, -0.102, 0.102, 0.095, 1.012, 0.103, 0.096, 0.100, 0.114, 0.130, -0.222, -0.346, 0.104, -0.230, -0.238, -0.109, 0.102, -0.167], "relative_energy_kcal_mol": 20.4, "orbital_gap_ev": [5.22, 5.06], "total_charge": 0}